Record 1
Molecular formula: C49H104N3O16
Method: DFT, ωB97M-V with the def2-TZVPD basis set

Element x y z (Å)
O  12.07  -6.84  -3.74
O  2.51  6.70  -7.20
O  7.27  0.79  -6.12
O  3.64  1.53  -4.42
O  -13.38  3.91  4.99
O  9.64  -0.21  -4.65
O  -4.64  -4.02  10.23
O  3.00  9.51  -6.41
O  -4.97  -1.77  8.33
O  9.71  -5.07  -3.98
O  -12.36  2.62  2.52
O  0.72  -3.14  -3.44
O  4.38  4.01  -2.97
O  -0.44  0.54  6.90
O  2.46  0.47  6.30
O  1.74  -4.43  -5.90
N  -1.71  -2.13  3.09
N  -1.19  -3.12  3.86
N  0.07  1.23  -1.52
C  -9.99  -0.08  1.37
C  -6.93  1.08  1.56
C  -3.72  -2.12  7.75
C  2.53  9.92  -7.69
C  12.11  -5.49  -4.20
C  -0.61  -1.32  2.35
C  0.20  0.48  -0.17
C  4.72  3.72  -4.33
C  1.90  0.91  7.54
C  -5.86  -2.88  8.44
C  -7.94  1.63  0.38
C  3.05  -4.02  -5.54
C  11.00  -4.65  -3.54
C  -5.92  -2.16  3.32
C  -7.40  -0.07  2.67
C  -11.05  3.03  2.89
C  -0.53  -0.97  -0.40
C  2.56  7.17  -5.85
C  2.56  1.36  -3.50
C  3.66  2.83  -5.00
C  2.23  1.40  5.25
C  0.06  -4.20  -4.14
C  -4.32  -2.51  3.53
C  -3.09  -1.65  2.80
C  -3.86  -3.16  11.06
C  2.08  8.63  -5.76
C  -3.54  -0.39  1.84
C  -0.43  -2.00  0.87
C  -8.96  -0.61  2.56
C  9.90  -1.08  -5.74
C  -6.32  -0.62  3.82
C  -13.03  1.94  3.58
C  -13.43  5.14  4.28
C  -2.13  -4.01  4.59
C  3.79  6.69  -7.82
C  -14.04  2.86  4.29
C  -0.63  -0.45  5.90
C  9.45  1.15  -5.07
C  7.96  1.52  -5.10
C  -5.89  -3.43  9.87
C  6.53  -0.30  -5.59
C  -9.48  1.04  0.25
C  -3.73  -3.76  4.44
C  0.67  -1.91  -4.15
C  5.11  3.21  -2.05
C  11.47  -7.71  -4.70
C  0.58  0.17  7.83
C  9.05  -5.89  -3.02
C  1.07  -5.12  -4.84
H  2.48  0.92  4.30
H  -0.92  0.99  -1.83
H  -4.47  -4.49  4.99
H  2.73  0.44  -2.93
H  6.21  -0.93  -6.43
H  -4.28  -3.14  12.07
H  1.79  -5.53  -4.13
H  3.41  -3.32  -6.30
H  4.33  7.63  -7.67
H  -6.64  -4.23  9.92
H  -9.33  -1.40  3.36
H  -3.85  -2.27  6.67
H  -5.37  0.08  3.91
H  7.12  -0.91  -4.90
H  -0.67  -3.80  -4.85
H  -14.58  2.27  5.03
H  -5.58  -3.67  7.72
H  1.18  1.72  5.20
H  5.63  0.07  -5.08
H  -10.22  1.40  -0.60
H  0.59  -2.62  0.88
H  -6.12  -2.19  2.16
H  2.67  3.30  -4.95
H  12.17  -7.88  -5.53
H  11.12  -3.61  -3.85
H  -4.59  -0.52  1.34
H  5.71  3.26  -4.40
H  1.35  0.39  0.13
H  11.07  -4.69  -2.45
H  4.65  3.32  -1.07
H  2.18  9.07  -8.29
H  7.87  2.58  -5.34
H  3.71  -4.89  -5.52
H  8.70  -5.26  -2.19
H  1.07  8.74  -6.16
H  -3.82  -2.14  10.66
H  -1.68  -0.89  -0.67
H  -3.65  0.55  2.57
H  1.37  -1.21  -3.68
H  1.72  10.64  -7.58
H  -0.01  -1.51  -1.32
H  -2.85  -3.56  11.11
H  -12.31  1.52  4.30
H  11.27  -8.67  -4.21
H  0.23  0.47  8.83
H  2.62  0.66  8.32
H  3.57  7.06  -5.43
H  -13.15  5.03  3.23
H  2.06  8.92  -4.70
H  13.08  -5.08  -3.89
H  -6.86  -2.52  8.18
H  1.62  1.26  -4.05
H  -11.11  -0.46  1.25
H  3.92  2.71  -6.05
H  1.88  6.54  -5.27
H  -7.59  2.42  -0.42
H  -1.16  -1.31  6.33
H  0.73  -0.91  7.84
H  -14.43  5.57  4.35
H  0.02  2.26  -1.31
H  6.14  3.57  -2.00
H  -5.84  1.54  1.60
H  -1.71  -4.90  5.24
H  5.10  2.15  -2.33
H  0.43  -1.47  2.91
H  -6.84  -0.75  4.88
H  -1.28  -2.83  0.77
H  -3.03  -1.29  7.90
H  7.49  1.36  -4.12
H  12.05  -5.44  -5.29
H  -0.48  -4.78  -3.39
H  -10.69  3.73  2.13
H  9.82  -2.11  -5.38
H  4.76  4.68  -4.86
H  -0.33  -1.49  -4.08
H  -0.81  -0.17  2.35
H  1.75  1.99  7.55
H  -11.04  3.54  3.86
H  -14.77  3.26  3.57
H  3.66  6.54  -8.89
H  -13.58  1.10  3.13
H  10.92  -0.92  -6.10
H  4.38  5.86  -7.42
H  9.70  -6.68  -2.64
H  -0.44  1.11  0.59
H  -6.60  -2.97  3.85
H  9.95  1.78  -4.33
H  8.18  -6.35  -3.50
H  9.92  1.32  -6.04
H  -3.30  -3.02  8.20
H  -1.25  -0.02  5.11
H  -6.18  -2.66  10.58
H  0.52  -5.95  -5.29
H  10.53  -7.32  -5.08
H  2.49  2.19  -2.80
H  0.31  -0.78  5.46
H  2.87  2.28  5.37
H  3.06  -3.52  -4.57
H  -10.39  2.17  2.91
H  3.35  10.40  -8.22
H  9.20  -0.93  -6.56
H  -12.73  5.84  4.75
H  0.95  -2.03  -5.19
H  -2.74  -0.07  1.05

- Net charge: +1
- 2S+1: 1
- HOMO level: -10.155 eV
- Electronic energy: -89696.302 eV
- ΔE to the lowest compared entry with this formula, charge and spin: 395.5 kcal per mole



Record 2
Molecular formula: C49H109N6O3
Method: DFT, ωB97M-V with the def2-TZVPD basis set

Element x y z (Å)
O  -0.48  1.81  0.54
O  -0.82  -0.13  -0.18
O  1.11  0.29  0.82
N  -4.37  0.70  1.88
N  -0.87  -0.82  -4.52
N  0.96  4.64  -4.12
N  -0.27  -4.32  1.53
N  4.56  -0.36  -1.27
N  0.16  0.81  6.72
C  6.31  0.34  -2.87
C  -1.11  -6.31  -1.82
C  3.16  -0.19  -1.85
C  -0.91  4.53  -2.61
C  1.09  7.21  -4.61
C  -0.72  -3.11  -3.57
C  1.91  8.48  -4.37
C  -1.06  0.54  5.82
C  -0.69  1.19  4.49
C  -2.13  -1.20  -3.66
C  1.32  0.62  5.70
C  -1.37  -0.43  -5.94
C  6.48  -1.14  -2.56
C  1.52  -0.24  8.71
C  1.59  6.04  -3.76
C  0.23  2.23  7.31
C  1.08  -4.90  1.89
C  -0.11  0.64  0.39
C  -0.72  -4.58  0.08
C  -1.69  -2.29  -2.71
C  -5.63  0.00  -1.86
C  -0.05  -2.19  -4.61
C  -0.43  -2.70  3.39
C  1.55  -1.32  9.86
C  5.42  0.84  -1.71
C  -0.89  0.50  -8.29
C  -5.18  1.09  3.15
C  -1.06  -3.97  3.88
C  0.11  3.57  -2.09
C  4.39  -0.42  0.26
C  1.37  4.13  -5.58
C  -3.58  -0.52  2.37
C  -1.32  -4.73  2.57
C  0.15  -0.18  7.92
C  -5.39  0.44  0.67
C  5.23  -1.65  -1.86
C  3.65  -1.66  2.20
C  0.82  0.84  4.28
C  -5.40  -0.19  3.87
C  -0.59  4.68  -4.14
C  -3.98  -0.80  3.80
C  -4.69  -0.07  -0.61
C  -0.28  -2.80  1.79
C  -3.39  2.02  1.61
C  -0.64  -6.09  -0.41
C  3.68  -1.72  0.71
C  -0.33  -0.24  -7.09
C  1.23  3.53  -3.09
C  -0.08  0.34  -3.96
H  -5.73  -0.14  4.91
H  -5.97  -0.98  3.39
H  -0.05  -3.70  -2.94
H  -6.44  -0.73  -1.88
H  -4.99  -0.15  -2.73
H  1.33  2.60  -3.67
H  2.76  0.68  -1.33
H  4.27  -2.60  0.45
H  -6.11  -0.30  1.01
H  -3.30  -0.25  4.45
H  -1.17  -1.94  -1.82
H  0.30  -6.54  -0.10
H  2.66  5.86  -3.84
H  -1.20  -3.90  -4.15
H  -1.46  -0.25  -8.85
H  -2.04  -1.23  -6.25
H  -1.95  -3.83  4.49
H  7.22  0.94  -2.98
H  5.40  -0.44  0.67
H  6.57  -1.69  -3.50
H  -1.08  -5.79  2.66
H  1.41  -4.55  2.87
H  -0.90  2.25  4.62
H  2.65  -1.69  0.35
H  -5.97  1.02  -2.04
H  -3.90  -1.83  4.14
H  -2.74  2.01  2.49
H  2.94  8.31  -4.69
H  4.52  -2.25  -2.43
H  1.12  3.09  -5.79
H  0.13  7.49  -4.17
H  -1.73  -4.18  -0.02
H  5.76  0.45  -3.80
H  2.96  -0.91  2.60
H  4.75  1.69  -1.81
H  -1.53  1.32  -7.95
H  -0.73  0.13  8.49
H  -3.04  -1.29  -4.25
H  0.98  -1.92  -4.37
H  -0.05  -1.15  7.46
H  1.16  -2.28  9.52
H  1.02  -0.93  10.72
H  -4.29  -1.08  -0.50
H  -1.94  4.19  -2.50
H  0.58  -2.31  1.34
H  7.39  -1.26  -1.96
H  -5.93  1.38  0.55
H  1.82  -4.60  1.15
H  -0.78  1.16  -4.09
H  1.36  6.18  -2.70
H  -1.20  -0.53  5.71
H  -6.07  1.53  2.71
H  -1.92  0.92  6.37
H  -0.92  5.53  -4.74
H  0.40  0.41  -6.61
H  -2.37  -0.26  -3.15
H  6.01  1.01  -0.81
H  0.83  -0.07  3.67
H  -4.64  1.75  3.82
H  0.92  -5.96  2.09
H  2.47  -1.02  -1.71
H  -2.84  1.75  0.71
H  -0.36  2.59  -2.01
H  0.12  0.32  -2.88
H  2.20  -0.64  7.96
H  -3.93  -1.29  1.68
H  -1.19  -7.34  -2.15
H  5.61  -2.21  -1.00
H  -2.60  -2.78  -2.38
H  -0.97  -1.78  3.61
H  0.84  4.68  -6.35
H  -0.16  -2.55  -5.63
H  -2.53  -0.29  2.20
H  1.25  2.50  7.58
H  -0.16  2.85  6.50
H  1.35  1.62  3.73
H  -1.34  0.83  3.69
H  4.60  -1.35  2.63
H  -3.85  0.55  -0.92
H  -3.95  2.95  1.56
H  1.82  -0.34  5.73
H  0.03  -1.22  -7.41
H  1.40  9.25  -4.95
H  0.84  0.27  -4.53
H  -0.69  5.46  -2.09
H  3.23  -0.16  -2.94
H  -2.08  -5.85  -1.99
H  0.91  6.90  -5.64
H  -1.94  0.48  -5.77
H  -0.43  -5.84  -2.54
H  -0.02  -4.07  -0.59
H  -0.36  -4.59  4.44
H  3.44  -2.65  2.59
H  3.83  0.46  0.59
H  2.53  -1.43  10.32
H  2.20  3.90  -2.77
H  1.94  0.72  9.03
H  -1.24  -6.73  0.23
H  -1.15  -2.46  1.23
H  1.85  8.74  -3.32
H  2.45  4.25  -5.63
H  1.35  1.21  0.94
H  -0.12  0.81  -8.98
H  -0.83  3.80  -4.74
H  -0.36  2.33  8.23
H  0.47  3.81  -1.09
H  2.14  1.25  6.04
H  0.56  -2.48  3.79
H  -2.29  -4.43  2.17

- Net charge: +5
- 2S+1: 1
- HOMO level: -18.665 eV
- Electronic energy: -67614.341 eV
- ΔE to the lowest compared entry with this formula, charge and spin: 154.7 kcal per mole